[1]
Entry from the OMol25 dataset: 2 unconnected molecules or ions with the total composition C5H14O in a non-equilibrium geometry (the ωB97M-V functional and the def2-TZVPD basis).

Each line ends with the Mulliken charge.
Geometry (Å):
C: 1.365 -1.401 -1.168  -1.451
C: 1.045 -0.368 -0.114  1.430
C: 1.700 -0.387 1.244  -1.385
O: 1.455 0.820 -0.814  -0.583
H: 1.293 -2.440 -0.887  0.371
H: 2.370 -1.239 -1.537  0.327
H: 0.665 -1.300 -1.984  0.348
H: -0.085 -0.313 0.060  -0.455
H: 1.599 -1.330 1.744  0.368
H: 1.427 0.498 1.846  0.334
H: 2.727 -0.076 0.997  0.367
H: 1.936 1.504 -0.345  0.308
C: -2.304 1.260 0.445  -0.898
C: -3.091 -0.021 0.313  -0.711
H: -1.826 1.691 1.338  0.321
H: -2.892 2.246 0.316  0.310
H: -1.590 1.351 -0.353  0.263
H: -2.454 -0.771 -0.141  0.218
H: -4.060 0.031 -0.174  0.303
H: -3.377 -0.382 1.319  0.212

Cartesian forces, eV/Å:
0.11 -0.74 0.33
-1.56 1.25 0.02
1.18 1.32 -0.90
-0.60 0.52 -0.75
-0.10 -0.41 0.60
0.17 0.08 -0.08
-0.10 0.32 -0.37
1.29 -0.09 -0.41
0.18 -0.25 0.46
-0.73 -0.69 -0.03
0.36 -1.03 0.44
-0.18 -0.31 0.70
-0.91 3.77 -0.67
-0.17 -0.36 2.04
0.22 -1.70 0.42
-0.07 -1.63 -0.43
0.57 -0.04 -0.33
-0.19 -0.28 -0.14
0.23 0.37 -0.57
0.30 -0.11 -0.33

Largest force on an atom (eV/Å): 3.94
Total charge: 0
Gap between HOMO and LUMO (eV): 11.1
Electronic energy (Eh): -274.0883
HOMO energy (eV): -10.10
ΔE to the lowest compared entry with this formula, charge and spin (kcal per mole): 33.7



[2]
Entry from the OMol25 dataset: 20 unconnected molecules or ions with the total composition C24H50Cl38FNO2S in a non-equilibrium geometry (the ωB97M-V functional and the def2-TZVPD basis).

Each line ends with the Mulliken charge.
Geometry (Å):
C: 1.277 -0.253 -1.088  -1.700
C: 1.617 1.144 -1.575  1.391
C: 2.348 0.974 -2.911  -1.259
C: 0.435 2.113 -1.833  -0.026
C: -0.929 1.812 -1.188  -0.246
N: -1.967 1.484 -2.207  -0.407
S: -2.062 -0.061 -2.694  1.030
O: -3.294 -0.230 -3.395  -0.615
O: -1.850 -0.940 -1.603  -0.480
F: -0.953 -0.248 -3.794  -0.123
H: 2.220 -0.745 -0.861  0.430
H: 0.784 -0.868 -1.825  0.237
H: 0.745 -0.242 -0.143  0.345
H: 2.337 1.625 -0.923  0.066
H: 2.523 1.929 -3.394  -0.039
H: 1.705 0.421 -3.594  0.247
H: 3.257 0.391 -2.811  0.465
H: 0.757 3.085 -1.460  0.246
H: 0.294 2.256 -2.899  -0.142
H: -1.254 2.760 -0.753  -0.466
H: -0.907 1.096 -0.382  0.749
H: -1.912 2.106 -3.004  0.262
C: 4.983 -0.195 1.323  -0.158
Cl: 4.719 0.933 -0.009  -0.087
Cl: 3.482 -0.952 1.878  -0.101
H: 5.666 -0.965 0.987  0.338
H: 5.411 0.349 2.154  0.013
C: -5.607 -2.612 1.859  -0.112
Cl: -4.082 -3.307 2.415  -0.026
Cl: -6.782 -3.872 1.448  -0.208
H: -6.018 -1.994 2.645  0.034
H: -5.420 -2.019 0.975  0.280
C: -0.163 5.400 1.380  0.310
Cl: 0.974 4.753 2.564  -0.132
Cl: -1.261 4.146 0.773  -0.168
H: -0.743 6.186 1.847  0.347
H: 0.393 5.793 0.540  -0.381
C: -3.993 -3.992 6.005  1.030
Cl: -2.532 -3.751 6.985  -0.158
Cl: -4.602 -5.642 6.139  -0.178
H: -4.750 -3.306 6.364  -0.109
H: -3.761 -3.789 4.967  -0.583
C: -0.265 -5.205 2.584  -0.418
Cl: -1.424 -4.615 3.781  -0.007
Cl: 0.619 -3.878 1.821  -0.075
H: 0.443 -5.855 3.081  0.309
H: -0.804 -5.750 1.819  0.185
C: -5.381 -2.647 9.604  -0.143
Cl: -6.509 -3.846 10.239  -0.159
Cl: -5.961 -1.941 8.085  -0.152
H: -5.269 -1.853 10.331  0.341
H: -4.428 -3.127 9.418  0.122
C: 1.183 -0.383 5.245  -0.535
Cl: -0.034 -1.530 5.823  0.008
Cl: 0.879 0.244 3.623  -0.021
H: 1.215 0.445 5.941  0.277
H: 2.141 -0.887 5.220  0.307
C: -5.658 -4.224 -2.264  -0.053
Cl: -3.920 -3.948 -2.094  -0.081
Cl: -6.002 -5.917 -2.641  -0.187
H: -6.146 -3.965 -1.333  0.013
H: -6.033 -3.604 -3.069  0.322
C: -3.465 -0.545 5.643  0.496
Cl: -4.914 -0.644 4.630  -0.183
Cl: -2.619 0.990 5.434  -0.167
H: -3.757 -0.639 6.682  -0.006
H: -2.792 -1.349 5.366  -0.155
C: 6.953 3.440 2.574  0.025
Cl: 7.400 1.884 3.287  -0.176
Cl: 5.263 3.479 2.051  -0.118
H: 7.105 4.211 3.319  0.312
H: 7.581 3.618 1.716  -0.042
C: -2.832 -4.496 -5.635  0.317
Cl: -1.117 -4.108 -5.456  -0.156
Cl: -3.085 -6.189 -6.079  -0.157
H: -3.327 -4.309 -4.691  -0.295
H: -3.249 -3.868 -6.412  0.286
C: 1.451 4.301 -5.613  -0.431
Cl: 2.634 4.514 -4.308  -0.160
Cl: 0.771 2.670 -5.604  0.048
H: 0.650 5.011 -5.474  0.205
H: 1.941 4.470 -6.564  0.393
C: 10.384 1.801 0.546  -0.254
Cl: 9.807 3.403 0.067  -0.166
Cl: 10.710 1.678 2.280  -0.133
H: 9.637 1.063 0.279  0.236
H: 11.306 1.611 0.013  0.316
C: 5.091 1.985 -5.495  0.139
Cl: 6.223 1.369 -4.285  -0.160
Cl: 4.095 0.697 -6.180  -0.093
H: 4.442 2.710 -5.023  -0.265
H: 5.655 2.448 -6.295  0.376
C: -3.584 -8.643 -2.120  0.176
Cl: -2.361 -8.124 -0.952  -0.133
Cl: -2.866 -9.508 -3.483  -0.164
H: -4.286 -9.297 -1.620  0.280
H: -4.090 -7.767 -2.504  -0.156
C: -2.392 4.088 -6.895  -0.182
Cl: -1.915 5.189 -5.590  -0.161
Cl: -1.423 4.347 -8.347  -0.143
H: -2.247 3.069 -6.557  0.122
H: -3.433 4.265 -7.131  0.364
C: 2.688 7.409 -1.175  -0.401
Cl: 2.954 5.852 -0.382  -0.056
Cl: 1.008 7.597 -1.699  -0.154
H: 2.924 8.199 -0.475  0.357
H: 3.331 7.470 -2.044  0.268
C: 0.815 -0.230 -7.653  0.415
Cl: -0.448 0.116 -8.842  -0.181
Cl: 2.104 -1.235 -8.320  -0.181
H: 1.248 0.706 -7.328  -0.200
H: 0.368 -0.750 -6.814  0.119
C: -1.284 1.673 8.958  -0.218
Cl: 0.352 1.698 9.626  -0.169
Cl: -1.978 0.049 8.982  -0.085
H: -1.912 2.326 9.549  0.338
H: -1.246 2.013 7.931  0.140

Cartesian forces, eV/Å:
0.69 0.30 0.78
-0.01 -0.12 -1.43
-0.29 -0.15 -0.07
0.20 -0.21 0.99
0.14 1.27 -0.85
0.91 -0.90 0.43
-2.93 -0.41 0.38
0.51 0.40 -0.61
1.13 0.18 -0.01
0.44 0.06 0.27
0.16 -0.15 -0.03
-0.41 0.00 -0.16
-0.37 -0.15 0.06
-0.22 -0.03 0.51
0.38 0.13 0.03
-0.14 -0.13 -0.14
0.32 0.11 0.04
0.00 0.21 -0.01
-0.07 -0.10 -0.24
-0.21 -0.82 -0.52
-0.14 -0.45 -0.08
-0.22 0.12 -0.07
0.04 -0.08 0.12
0.09 -0.20 -0.17
0.18 -0.02 -0.09
-0.06 -0.07 -0.07
-0.03 0.11 0.03
0.08 -0.08 -0.02
-0.06 0.08 -0.18
-0.08 0.01 -0.02
-0.06 -0.07 0.10
0.10 0.01 -0.14
-0.04 0.10 0.09
0.02 0.01 -0.01
0.05 0.77 0.70
-0.09 -0.07 0.07
0.07 -0.06 -0.06
-0.08 -0.02 -0.04
-0.01 0.07 0.09
-0.03 0.04 -0.01
0.00 -0.10 0.01
0.08 -0.07 0.02
0.03 0.01 -0.13
0.12 -0.11 0.09
0.01 -0.03 0.00
0.04 0.05 0.08
-0.07 0.07 -0.04
0.09 -0.07 0.07
0.02 0.00 0.02
-0.04 0.16 0.05
-0.08 0.06 0.00
-0.01 -0.06 -0.09
0.22 0.04 0.09
0.04 -0.05 -0.13
-0.30 0.03 0.11
-0.07 0.08 -0.03
-0.01 -0.10 0.01
0.10 0.11 0.03
-0.04 0.10 0.09
-0.19 0.01 -0.03
0.04 -0.12 0.08
0.05 -0.04 -0.11
0.16 -0.10 0.05
-0.07 0.10 0.16
-0.01 0.09 -0.04
-0.08 0.05 0.01
0.02 0.07 -0.11
-0.11 0.15 0.05
-0.09 -0.01 0.04
0.07 0.15 0.18
-0.05 -0.03 0.08
0.08 -0.07 -0.15
-0.10 0.04 -0.02
0.02 0.06 0.02
-0.04 0.00 0.03
0.07 -0.05 0.06
0.06 -0.02 -0.09
0.13 0.03 -0.05
-0.06 0.18 -0.02
-0.13 0.10 -0.09
-0.06 0.00 0.10
0.09 -0.10 0.00
0.15 -0.15 0.00
-0.05 0.02 0.02
0.09 0.04 -0.13
-0.12 0.05 0.05
0.05 0.03 0.01
0.00 0.02 0.00
0.01 0.04 0.03
0.00 0.01 -0.06
-0.05 -0.04 0.10
0.07 -0.08 -0.04
-0.02 0.05 -0.06
-0.04 0.03 0.04
-0.02 -0.06 -0.02
0.05 -0.08 0.04
0.10 0.06 0.00
0.02 -0.10 -0.06
-0.20 0.01 0.10
0.00 -0.03 0.00
0.11 -0.01 0.03
-0.01 0.11 -0.01
0.05 -0.01 -0.04
0.10 -0.02 -0.01
0.00 0.03 -0.02
-0.07 0.00 0.07
-0.03 -0.06 -0.08
0.01 -0.03 0.09
-0.03 0.04 0.04
0.00 -0.05 -0.01
0.06 0.06 -0.08
-0.05 -0.09 -0.04
-0.02 0.07 -0.07
0.01 0.03 -0.02
-0.07 -0.08 0.01
0.00 -0.03 0.09
0.03 -0.08 -0.06

Largest force on an atom (eV/Å): 2.98
Total charge: 0
Gap between HOMO and LUMO (eV): 10.4
Electronic energy (Eh): -19134.9857
HOMO energy (eV): -10.37
ΔE to the lowest compared entry with this formula, charge and spin (kcal per mole): 0.0



[3]
Entry from the OMol25 dataset: a single C6H8N4S molecule in a non-equilibrium geometry (the ωB97M-V functional and the def2-TZVPD basis).

Each line ends with the Mulliken charge.
Geometry (Å):
C: 1.953 -1.029 -1.463  -1.060
C: 1.989 -0.588 -2.736  -0.422
C: 0.993 -0.224 -0.627  0.433
C: 0.360 -0.551 0.589  0.726
C: -0.881 0.265 0.875  0.286
C: 0.537 0.939 -1.315  -0.474
N: -1.444 0.788 -0.169  -0.061
N: 0.949 -1.268 1.596  -0.484
N: -1.395 0.416 2.125  -0.495
N: -2.502 1.646 0.006  -0.646
S: 1.066 0.892 -2.987  -0.084
H: 2.291 -1.840 -0.989  0.437
H: 2.472 -1.002 -3.529  0.502
H: 0.378 -1.675 2.251  0.214
H: 1.953 -1.289 1.509  0.224
H: -2.408 0.277 2.196  0.231
H: -0.825 0.183 2.957  0.233
H: -3.150 1.542 -0.763  0.228
H: -2.338 2.516 0.476  0.210

Cartesian forces, eV/Å:
-2.87 3.75 -0.23
-1.09 0.83 2.06
-0.16 0.29 -1.14
-0.96 2.22 -0.03
1.71 -1.29 -0.90
0.04 0.80 -0.35
-0.24 -0.63 -0.79
1.02 1.48 -2.76
0.02 -0.18 1.79
0.04 -1.42 0.06
-0.23 -0.86 1.66
1.85 -3.38 0.88
1.51 -1.22 -1.98
-0.72 -1.29 1.86
-0.26 -0.67 0.78
0.71 0.27 0.11
-0.71 0.16 -1.07
0.42 0.88 0.12
-0.09 0.24 -0.05

Largest force on an atom (eV/Å): 4.73
Total charge: 0
Gap between HOMO and LUMO (eV): 6.8
Electronic energy (Eh): -850.4750
HOMO energy (eV): -6.65
ΔE to the lowest compared entry with this formula, charge and spin (kcal per mole): 84.1



[4]
Entry from the OMol25 dataset: a molecular structure, C7H10 in a non-equilibrium geometry (the ωB97M-V functional and the def2-TZVPD basis).

Each line ends with the Mulliken charge.
Geometry (Å):
C: -0.494 -0.312 -1.238  -0.740
C: 0.871 -0.601 -0.694  -0.330
C: 0.928 0.937 -0.944  -0.910
C: -0.623 0.817 -0.509  -0.156
C: -0.287 0.512 1.028  -0.133
C: -0.793 -0.737 1.647  -0.948
C: 0.625 -0.670 0.974  -0.404
H: -0.620 -0.337 -2.355  0.331
H: -1.460 -0.864 -0.960  0.268
H: 1.385 -1.338 -1.239  0.479
H: 1.660 1.374 -0.276  0.332
H: 0.847 1.129 -1.857  0.499
H: -1.266 1.743 -0.764  0.306
H: 0.025 1.200 1.761  0.411
H: -0.591 -1.082 2.548  0.397
H: -1.589 -1.316 1.241  0.198
H: 1.384 -0.455 1.637  0.400

Cartesian forces, eV/Å:
-5.75 -7.81 -2.68
-1.57 0.26 2.12
0.95 -1.74 8.48
2.49 8.86 4.03
-1.86 -0.71 -0.53
0.88 -0.16 -4.67
-1.96 0.55 -4.45
0.75 0.74 1.01
1.23 -1.18 -0.39
1.28 -0.77 -0.20
0.15 1.00 -0.44
0.66 2.20 -7.77
0.67 -1.80 0.55
-0.03 1.73 0.01
0.46 -0.41 4.71
-0.40 -0.22 -0.86
2.03 -0.54 1.06

Largest force on an atom (eV/Å): 10.06
Total charge: 0
Gap between HOMO and LUMO (eV): 10.5
Electronic energy (Eh): -272.5072
HOMO energy (eV): -9.32
ΔE to the lowest compared entry with this formula, charge and spin (kcal per mole): 132.2